The following is a quantum chemistry calculation of the ion C6H13ClN4 with charge +2, from the OMol25 dataset.

Last columns: bonded neighbours and bond lengths (Å).
Geometry (Å):
1 C 2.336 0.633 1.110  C2 1.546, H12 1.120, H13 1.143, H14 1.171
2 C 1.540 0.362 -0.187  C1 1.546, C3 1.504, C4 1.595, H15 1.081
3 C 1.776 -0.987 -0.808  C2 1.504, H16 1.107, H17 1.115, H18 1.161
4 C 0.052 0.934 -0.131  C2 1.595, Cl5 1.805, N6 1.477, N11 1.452
5 Cl -0.039 2.627 0.486  C4 1.805
6 N -0.681 0.119 0.860  C4 1.477, C7 1.343, H19 1.073
7 C -1.902 -0.378 0.601  N6 1.343, N8 1.352, N9 1.364
8 N -2.511 -1.173 1.510  C7 1.352, H20 1.005, H21 1.052
9 N -2.420 -0.318 -0.659  C7 1.364, C10 1.346, H22 0.997
10 C -1.748 0.281 -1.659  N9 1.346, N11 1.311, H23 1.053
11 N -0.584 0.839 -1.433  C4 1.452, C10 1.311, H24 1.006
12 H 2.006 -0.006 1.969  C1 1.120
13 H 2.320 1.740 1.393  C1 1.143
14 H 3.403 0.181 0.940  C1 1.171
15 H 2.036 1.094 -0.809  C2 1.081
16 H 1.299 -1.840 -0.287  C3 1.107
17 H 2.883 -1.080 -0.904  C3 1.115
18 H 1.445 -0.777 -1.901  C3 1.161
19 H -0.094 -0.264 1.672  N6 1.073
20 H -3.385 -1.637 1.335  N8 1.005
21 H -2.245 -1.018 2.516  N8 1.052
22 H -3.211 -0.902 -0.828  N9 0.997
23 H -2.230 0.346 -2.593  C10 1.053
24 H -0.047 1.225 -2.191  N11 1.006

Values from the calculation:
**Total charge**: +2
**Gap between HOMO and LUMO**: 9.36 eV
**Largest force on an atom**: 3.5 eV/A

Now the natural (NBO) charges, all in e: C -0.639; C -0.265; C -0.629; C 0.280; Cl 0.084; N -0.568; C 0.694; N -0.709; N -0.548; C 0.446; N -0.475; H 0.200; H 0.260; H 0.276; H 0.239; H 0.229; H 0.279; H 0.209; H 0.491; H 0.450; H 0.462; H 0.471; H 0.281; H 0.481

The following is a quantum chemistry calculation of a cluster of 2 separate species, C8H14S in total, from the OMol25 dataset.

Last columns: bonded neighbours and bond lengths (Å).
Geometry (Å):
1 C 3.089 -0.543 -0.129  C2 1.504, H8 1.164, H9 1.087, H10 1.073
2 C 1.596 -0.384 -0.040  C1 1.504, C3 1.351, C7 1.466
3 C 0.636 -1.319 -0.218  C2 1.351, C4 1.496, S5 1.835
4 C 0.648 -2.763 -0.611  C3 1.496, H11 1.120, H12 1.077, H13 1.093
5 S -0.972 -0.445 -0.083  C3 1.835, C6 1.756
6 C -0.226 0.982 0.618  S5 1.756, C7 1.483, H14 1.028, H15 1.143
7 C 1.118 1.001 -0.008  C2 1.466, C6 1.483, H16 1.097, H17 1.172
8 H 3.349 -0.141 -1.190  C1 1.164
9 H 3.492 -1.535 0.058  C1 1.087
10 H 3.529 0.223 0.479  C1 1.073
11 H 1.473 -3.332 -0.111  C4 1.120
12 H 1.111 -2.796 -1.583  C4 1.077
13 H -0.384 -3.089 -0.457  C4 1.093
14 H -0.308 0.879 1.637  C6 1.028
15 H -0.927 1.846 0.355  C6 1.143
16 H 1.757 1.758 0.464  C7 1.097
17 H 0.916 1.470 -1.063  C7 1.172
18 C -3.345 1.822 0.799  C19 1.260, H20 1.056, H21 1.146
19 C -3.331 0.922 -0.083  C18 1.260, H22 1.093, H23 1.068
20 H -3.752 1.646 1.757  C18 1.056
21 H -2.883 2.850 0.590  C18 1.146
22 H -3.601 -0.137 -0.099  C19 1.093
23 H -2.983 1.084 -1.080  C19 1.068

Values from the calculation:
**Gap between HOMO and LUMO**: 8.51 eV
**Largest force on an atom**: 5.4 eV/A

Now the natural (NBO) charges, all in e: C -0.632; C -0.059; C -0.087; C -0.671; S 0.203; C -0.524; C -0.439; H 0.211; H 0.221; H 0.216; H 0.231; H 0.233; H 0.239; H 0.209; H 0.234; H 0.216; H 0.202; C -0.403; C -0.394; H 0.196; H 0.193; H 0.213; H 0.193

The following is a quantum chemistry calculation of a cluster of 2 separate species, CH2ClO3S in total, from the OMol25 dataset.

Last columns: bonded neighbours and bond lengths (Å).
Geometry (Å):
1 C -0.602 -0.389 0.206  O3 1.397, O4 1.342, S5 1.793, H7 1.089
2 O -2.723 1.022 -0.758  S5 1.446
3 O -1.759 -1.162 0.327  C1 1.397, S5 1.697
4 O -0.031 -0.340 -1.008  C1 1.342, H8 1.011
5 S -2.148 0.485 0.455  C1 1.793, O2 1.446, O3 1.697
6 Cl 0.535 2.073 0.104  no bonds
7 H 0.061 -0.488 1.064  C1 1.089
8 H 0.380 0.583 -1.004  O4 1.011

Values from the calculation:
**Total charge**: -1
**Gap between HOMO and LUMO**: 8.23 eV
**Largest force on an atom**: 1.7 eV/A

Now the natural (NBO) charges, all in e: C 0.214; O -0.927; O -0.682; O -0.749; S 1.359; Cl -0.868; H 0.155; H 0.498

The following is a quantum chemistry calculation of a cluster of 3 separate species, C5H18NO2 in total, from the OMol25 dataset.

Last columns: bonded neighbours and bond lengths (Å).
Geometry (Å):
1 C 0.519 -0.930 0.238  C2 1.590, N6 1.520, H7 1.086, H8 1.082
2 C 0.444 0.220 1.333  C1 1.590, C3 1.535, H9 1.087, H10 1.086
3 C 1.777 0.978 1.286  C2 1.535, C4 1.547, H11 1.096, H12 1.090
4 C 1.794 2.274 0.441  C3 1.547, C5 1.532, H13 1.082, H14 1.103
5 C 0.705 3.258 0.879  C4 1.532, H15 1.094, H16 1.073, H17 1.094
6 N -0.475 -0.546 -0.846  C1 1.520, H18 1.020, H19 1.019, H20 1.018
7 H 0.100 -1.843 0.651  C1 1.086
8 H 1.540 -1.056 -0.098  C1 1.082
9 H -0.416 0.808 1.023  C2 1.087
10 H 0.298 -0.332 2.257  C2 1.086
11 H 2.054 1.299 2.297  C3 1.096
12 H 2.597 0.308 1.026  C3 1.090
13 H 2.815 2.630 0.467  C4 1.082
14 H 1.593 1.951 -0.595  C4 1.103
15 H 1.183 4.006 1.519  C5 1.094
16 H -0.149 2.788 1.328  C5 1.073
17 H 0.424 3.931 0.064  C5 1.094
18 H -1.427 -0.688 -0.507  N6 1.020
19 H -0.389 0.452 -1.037  N6 1.019
20 H -0.404 -1.048 -1.728  N6 1.018
21 H -1.035 -4.845 -1.240  O23 0.971
22 H -0.115 -3.711 -1.207  O23 0.969
23 O -0.890 -4.037 -0.723  H21 0.971, H22 0.969
24 H -3.518 0.178 -1.306  O26 0.958
25 H -3.252 -0.858 -2.480  O26 0.963
26 O -2.862 -0.353 -1.760  H24 0.958, H25 0.963

Values from the calculation:
**Total charge**: +1
**Gap between HOMO and LUMO**: 11.18 eV
**Largest force on an atom**: 2.8 eV/A

Now the natural (NBO) charges, all in e: C -0.230; C -0.408; C -0.408; C -0.387; C -0.636; N -0.673; H 0.232; H 0.229; H 0.192; H 0.245; H 0.223; H 0.209; H 0.233; H 0.161; H 0.234; H 0.201; H 0.225; H 0.469; H 0.433; H 0.438; H 0.486; H 0.453; O -0.936; H 0.502; H 0.509; O -0.995